(1)
# C28H47BrNOP3Ti

A molecular structure, C28H47BrNOP3Ti in a non-equilibrium geometry (wB97M-V/def2-TZVPD, OMol25).

Last column: Mulliken spin population.
Cartesian coordinates (Å):
C  2.9642  -2.1103  2.6702  0.014
C  2.9490  -1.9947  1.2740  0.078
C  3.6572  -2.9346  0.5181  -0.002
C  4.3796  -3.9503  1.1930  -0.008
N  4.3962  -4.0512  2.5352  0.016
C  3.7302  -3.1422  3.2638  -0.008
C  2.1979  -0.9116  0.6781  0.136
C  2.0731  0.3300  0.1823  -0.016
C  1.7502  1.7200  0.0855  0.101
C  0.3687  2.0702  0.0333  0.020
C  -0.0504  3.4149  -0.1455  -0.001
C  0.9120  4.4563  -0.2746  0.005
C  2.2643  4.0869  -0.2444  0.000
C  2.6988  2.7537  -0.1231  0.008
Ti  0.3473  -0.4920  0.2363  1.631
P  -2.3050  -1.1319  0.4495  0.090
H  3.6404  -2.9003  -0.5719  0.005
H  2.3985  -1.4024  3.2854  0.002
H  4.9486  -4.7011  0.6323  0.000
H  3.7737  -3.2291  4.3531  0.000
H  3.7287  2.4309  -0.2971  -0.007
H  -0.4702  1.2653  -0.1393  -0.005
H  3.0227  4.8646  -0.3162  0.002
H  -1.0858  3.6570  -0.2526  0.002
C  -3.3073  0.4069  0.0905  -0.004
C  -4.3727  0.2378  -0.9979  0.002
H  -2.5783  1.1859  -0.2038  0.006
H  -3.7716  0.7562  1.0357  0.001
H  -4.8796  1.2061  -1.1403  0.000
H  -3.9328  -0.0633  -1.9636  0.000
H  -5.1416  -0.4952  -0.7025  0.000
C  -2.5513  -2.4616  -0.7739  0.007
C  -1.8105  -3.7270  -0.3796  0.020
H  -2.2188  -2.0846  -1.7438  -0.001
H  -3.6284  -2.6172  -0.8648  -0.001
H  -2.0052  -4.4993  -1.1194  0.004
H  -0.7299  -3.5736  -0.3408  0.013
H  -2.1505  -4.0875  0.5916  0.001
C  -3.2789  -1.7866  1.9011  0.002
C  -4.7889  -2.0006  1.6777  0.000
H  -3.1275  -1.1238  2.7738  0.001
H  -2.8223  -2.7598  2.1420  0.000
H  -5.2161  -2.5418  2.5311  0.000
H  -5.3629  -1.0682  1.5797  0.000
H  -5.0122  -2.6021  0.7862  0.000
Br  0.2131  6.1388  -0.3746  0.001
P  0.7264  0.1261  -2.6248  0.001
C  -1.0805  0.4466  -2.5533  -0.057
C  -1.8175  0.5834  -3.9050  0.012
H  -1.2312  1.3735  -1.9650  0.002
H  -1.5326  -0.4072  -1.9988  0.049
H  -2.8729  0.2914  -3.7768  -0.001
H  -1.8317  1.6192  -4.2759  0.000
H  -1.3804  -0.0579  -4.6865  0.000
C  1.2783  1.8281  -3.1660  -0.002
C  1.5229  2.2045  -4.6676  -0.001
H  2.2406  1.9856  -2.6294  -0.002
H  0.5805  2.5859  -2.7418  0.000
H  1.8051  3.2807  -4.6712  0.000
H  2.3724  1.6281  -5.0890  0.000
H  0.6323  2.0796  -5.3192  0.000
C  2.2694  -0.8348  -2.4357  0.011
C  3.1140  -1.1031  -3.6654  0.012
H  2.0463  -1.7860  -1.9178  0.021
H  2.8674  -0.2253  -1.7334  0.001
H  3.9163  -1.7765  -3.3724  0.000
H  2.5277  -1.5841  -4.4352  0.000
H  3.5736  -0.2109  -4.0685  0.001
C  1.4863  1.8946  3.2809  0.006
P  0.0288  0.8653  3.4005  -0.001
C  0.0215  0.1610  5.0842  -0.001
C  -1.4080  1.9329  3.0702  0.003
O  0.0093  -0.1160  2.1733  -0.169
H  2.3171  1.1852  3.3140  0.000
H  1.5471  2.6149  4.1059  0.001
H  1.5082  2.4424  2.3314  0.000
H  -0.3990  0.8683  5.8295  -0.001
H  -0.5775  -0.7652  5.1280  0.000
H  1.0520  -0.0657  5.4246  -0.001
H  -1.3393  2.4488  2.0787  0.000
H  -2.2869  1.2585  3.0762  0.000
H  -1.5016  2.6906  3.8715  0.000

Results
HOMO (spin up / spin down) ... -0.477 / -0.482 hartree
2S+1 ... 3
Total charge ... +2
Kohn-Sham gap (spin up / spin down) ... 7.02 / 5.73 eV



(2)
# C28H47Cl3GaN2O3PSi

A molecular structure, C28H47Cl3GaN2O3PSi in a non-equilibrium geometry (wB97M-V/def2-TZVPD, OMol25).

Last column: Löwdin charge in e.
Cartesian coordinates (Å):
C  3.3901  -3.4241  -1.9648  -0.050
C  2.9435  -2.1888  -2.6746  -0.286
H  3.9237  -4.1108  -2.6144  0.067
H  2.5367  -3.9337  -1.5219  0.074
H  4.0419  -3.1597  -1.1316  0.075
C  2.9407  -2.0168  -4.0165  -0.153
C  3.0775  -3.1440  -4.9782  -0.147
H  2.6962  -1.0427  -4.4484  0.091
H  2.5638  -4.0697  -4.6542  0.072
H  4.1331  -3.3956  -5.1759  0.065
H  2.6385  -2.8625  -5.9456  0.058
Ga  -0.0866  -0.6010  1.5269  -0.394
Cl  1.7082  0.6384  1.6936  0.284
Cl  -2.2552  -2.7020  1.9177  0.368
H  -3.5705  1.8389  4.2874  0.109
H  -1.8449  1.3488  6.6035  0.102
C  -3.3408  0.7730  4.1449  0.019
C  -1.7987  0.3610  6.1402  -0.002
N  -2.0153  0.4451  4.6984  -0.128
H  -3.3172  0.5414  3.0705  0.101
C  -1.0573  0.2018  3.8610  -0.211
O  -1.3683  0.2002  2.5852  -0.124
H  -0.8054  -0.0600  6.3080  0.099
H  -0.0092  0.0244  4.1878  0.156
H  -4.1105  0.1744  4.6383  0.103
H  -2.5444  -0.2895  6.5988  0.101
H  -0.8358  -2.8775  -1.8239  0.088
H  -0.8552  -0.6230  -4.1533  0.100
C  -1.8046  -2.3844  -1.9733  -0.011
C  -1.7771  -0.4783  -3.5622  -0.032
N  -1.6184  -0.9443  -2.1802  -0.137
H  -2.4452  -2.5572  -1.1064  0.069
C  -1.1308  -0.1755  -1.2172  -0.220
O  -1.2316  -0.4814  0.0143  -0.104
H  -2.0535  0.5863  -3.5644  0.101
H  -0.7145  0.8165  -1.4906  0.119
H  -2.2705  -2.7617  -2.8877  0.086
H  -2.5735  -1.0755  -4.0254  0.090
O  1.1591  -1.9041  -1.8108  -0.257
C  2.2993  -1.1619  -1.7703  -0.470
C  1.3275  0.9931  -2.8747  -0.053
C  2.3083  0.3297  -2.1405  -0.149
H  0.3711  0.4806  -3.0235  0.059
C  1.5810  2.2713  -3.3957  -0.093
H  2.8702  -1.2525  -0.8162  0.101
C  3.4500  1.0397  -1.7395  -0.043
H  0.8659  2.7833  -4.0583  0.103
C  2.7844  2.9170  -3.0960  -0.134
C  3.6901  2.3350  -2.2021  -0.104
H  4.1857  0.5404  -1.0997  0.118
H  3.0083  3.9082  -3.4906  0.096
H  4.5921  2.8771  -1.8604  0.108
Si  -0.7340  -4.0901  2.5658  0.145
Cl  0.8923  -2.4081  1.1378  0.486
C  -2.0742  -5.4293  2.5761  -0.290
C  -0.4079  -3.2593  4.2359  -0.236
C  0.7376  -5.2657  2.0722  -0.242
H  -2.3500  -5.7623  1.5414  0.045
H  -3.0149  -5.0824  3.0564  0.013
H  -1.7018  -6.3104  3.1452  0.029
H  0.6451  -5.6807  1.0599  0.033
H  0.7521  -6.1412  2.7649  0.039
H  1.7263  -4.7940  2.1354  0.002
H  0.3413  -2.4512  4.1963  0.014
H  -0.0111  -4.0293  4.9219  0.039
H  -1.3304  -2.8639  4.6993  0.022
C  1.6435  3.8468  0.2755  -0.275
P  -0.0189  3.0502  0.4615  0.871
C  -0.3491  3.4667  2.1978  -0.316
C  -1.0841  4.2623  -0.4016  -0.381
C  -0.6663  4.9069  -1.5825  -0.099
C  -1.5071  5.8141  -2.2113  -0.093
C  -2.8040  6.0413  -1.7331  -0.092
C  -3.2582  5.3183  -0.6145  -0.099
C  -2.4259  4.4064  0.0210  -0.113
H  2.3829  3.1430  0.6897  0.006
H  1.6735  4.7953  0.8374  0.049
H  1.8842  4.0190  -0.7839  0.011
H  -0.2845  4.5471  2.3347  0.048
H  -1.3490  3.1266  2.4697  0.013
H  0.3842  2.9682  2.8346  0.017
H  0.3325  4.7114  -1.9873  0.085
H  -1.1466  6.3554  -3.0868  0.103
H  -3.4567  6.7460  -2.2330  0.095
H  -4.2732  5.4778  -0.2491  0.099
H  -2.7994  3.8180  0.8654  0.092

Results
HOMO ... -0.193 hartree
Total charge ... 0
Kohn-Sham gap ... 4.91 eV